(1)
This record from the Open Molecules 2025 dataset describes one molecule with the formula C6H10ClN. The level of theory is the ωB97M-V functional and the def2-TZVPD basis.

**Strongest force on any atom**: 0.838 eV Å⁻¹
**Energy relative to the best compared isomer or geometry (same formula, charge and spin)**: 29.70 kcal per mole
**SMILES string**: C=C(Cl)[C@H]1CCN1C
**Frontier orbital gap**: 9.376 eV
**HOMO level**: -8.44 eV

ORCA input file:
```
! wB97M-V def2-TZVPD RIJCOSX def2/J DEFGRID3
* xyz 0 1
C 1.2262 1.5376 -0.9994
C 1.8720 -0.7670 -0.1907
C 1.0263 -1.2384 1.0132
C 0.3709 0.1695 0.9796
C -1.0502 0.2312 0.4580
C -2.0013 0.9940 0.9873
H 0.8304 2.4633 -0.6232
H 0.5435 1.1496 -1.7692
H 2.1680 1.7603 -1.4746
H 2.9769 -0.9336 -0.1297
H 1.4949 -1.1512 -1.1722
H 0.3675 -2.0653 0.8363
H 1.6219 -1.3790 1.9103
H 0.3442 0.6998 1.9361
H -3.0275 1.0261 0.5876
H -1.7650 1.5994 1.8487
N 1.4429 0.6042 0.0755
Cl -1.4305 -0.7624 -0.9392
*
```

In elementary charge units, the Mulliken charges are: C -0.921; C -0.454; C -0.712; C -0.095; C 0.367; C -0.811; H 0.320; H 0.331; H 0.326; H 0.292; H 0.270; H 0.275; H 0.284; H 0.294; H 0.262; H 0.261; N -0.107; Cl -0.181

=====

(2)
This record from the Open Molecules 2025 dataset describes C41H44F5GeIrNO3P2 as an isolated structure. The level of theory is the ωB97M-V functional and the def2-TZVPD basis.

**Strongest force on any atom**: 0.801 eV Å⁻¹
**Energy relative to the best compared isomer or geometry (same formula, charge and spin)**: 5.17 kcal per mole
**Frontier orbital gap (spin up / spin down)**: 8.112 / 6.368 eV
**HOMO level (spin up / spin down)**: -14.11 / -14.07 eV

ORCA input file:
```
! wB97M-V def2-TZVPD RIJCOSX def2/J DEFGRID3
* xyz 2 2
Ir -0.5273 -0.9122 -0.1168
O 1.4450 -0.2624 0.5088
P 1.9436 1.1239 0.8878
C 0.6863 2.4111 0.5642
P -0.9041 2.0171 1.3378
O -1.0644 0.4789 1.2194
C -0.8756 2.4077 3.0700
C -0.8865 3.7522 3.4464
C -0.8460 4.0859 4.7882
C -0.8103 3.0817 5.7491
C -0.8111 1.7459 5.3740
C -0.8404 1.4015 4.0311
C -2.1741 2.9785 0.5636
C -3.4909 2.7106 0.9446
C -4.5274 3.4171 0.3618
C -4.2518 4.3980 -0.5846
C -2.9428 4.6797 -0.9485
C -1.8996 3.9664 -0.3792
C 3.3503 1.5858 -0.1036
C 3.6641 2.9184 -0.3758
C 4.7847 3.2216 -1.1310
C 5.5915 2.2000 -1.6144
C 5.2843 0.8740 -1.3420
C 4.1661 0.5620 -0.5861
C 2.3022 1.1738 2.6338
C 2.6246 2.3782 3.2605
C 2.8835 2.3982 4.6194
C 2.8357 1.2160 5.3498
C 2.5281 0.0160 4.7261
C 2.2561 -0.0091 3.3661
H 0.5453 2.4476 -0.5207
H 1.0519 3.3828 0.9012
H -0.9425 4.5371 2.6995
H -0.8569 5.1251 5.0872
H -0.7901 3.3454 6.7983
H -0.7905 0.9703 6.1276
H -0.8323 0.3620 3.7324
H -3.7050 1.9602 1.6978
H -5.5493 3.2132 0.6511
H -5.0648 4.9521 -1.0345
H -2.7340 5.4506 -1.6774
H -0.8820 4.1916 -0.6743
H 3.0494 3.7288 -0.0040
H 5.0286 4.2535 -1.3435
H 6.4655 2.4400 -2.2050
H 5.9167 0.0822 -1.7197
H 3.9205 -0.4704 -0.3747
H 2.6840 3.3030 2.6967
H 3.1316 3.3301 5.1090
H 3.0490 1.2324 6.4105
H 2.5030 -0.9018 5.2979
H 2.0136 -0.9400 2.8705
F -2.4218 1.0213 -1.6648
C -1.2490 0.9248 -2.2996
C -0.2794 0.0430 -1.8250
C 0.9161 -0.0059 -2.5394
F 1.9244 -0.7794 -2.1361
C 1.1324 0.7747 -3.6620
F 2.2899 0.7092 -4.3040
C 0.1391 1.6321 -4.1110
F 0.3367 2.3709 -5.1844
C -1.0645 1.7046 -3.4245
F -2.0285 2.5111 -3.8483
O 0.2262 -2.7679 -0.5667
C 0.0166 -3.9013 -1.0655
C -0.1438 -5.0875 -0.1677
C 1.0836 -6.0023 -0.4468
C 2.3613 -5.2791 -0.9326
C 2.4477 -4.9986 -2.4461
C 1.5152 -3.8953 -2.9471
N 0.1694 -4.1558 -2.3728
H -1.0769 -5.6138 -0.3827
H -0.1753 -4.7420 0.8629
H 0.8087 -6.7623 -1.1819
H 1.3029 -6.5410 0.4738
H 3.2097 -5.9121 -0.6739
H 2.5076 -4.3495 -0.3702
H 2.2358 -5.9256 -2.9881
H 3.4718 -4.7233 -2.7054
H 1.4318 -3.8846 -4.0314
H 1.8335 -2.9152 -2.6151
H -0.1196 -5.1028 -2.5936
C -3.2733 -4.1307 -1.8698
Ge -3.5091 -2.2026 -1.7397
C -5.3063 -1.7662 -1.1266
C -3.1916 -1.4226 -3.4938
C -2.4400 -1.4741 -0.1557
H -4.0764 -4.5243 -2.4950
H -3.3345 -4.6285 -0.9014
H -2.3300 -4.3691 -2.3523
H -6.0364 -2.2426 -1.7823
H -5.4608 -0.6875 -1.1728
H -5.4898 -2.1044 -0.1076
H -3.9299 -1.8852 -4.1525
H -2.2030 -1.6532 -3.8917
H -3.3543 -0.3480 -3.5189
H -2.5361 -2.2928 0.5762
H -3.0355 -0.6267 0.1875
*
```

In elementary charge units, the Mulliken charges are: Ir 1.833; O -0.686; P 0.385; C -1.709; P 0.741; O -0.825; C 0.809; C -0.927; C -0.795; C -0.582; C -0.660; C -0.301; C 0.814; C -0.765; C -0.831; C -0.539; C -0.727; C -0.197; C 1.149; C -0.483; C -0.776; C -0.640; C -0.748; C -0.573; C 0.741; C -0.383; C -0.704; C -0.611; C -0.757; C -0.550; H 0.622; H 1.167; H 0.433; H 0.466; H 0.453; H 0.457; H 0.369; H 0.460; H 0.491; H 0.445; H 0.477; H 0.420; H 0.287; H 0.459; H 0.443; H 0.458; H 0.412; H 0.375; H 0.468; H 0.451; H 0.457; H 0.443; F -0.384; C -0.083; C 1.118; C -0.776; F -0.646; C 0.616; F -0.321; C 0.666; F -0.306; C 0.449; F -0.341; O -0.209; C -0.065; C -0.697; C -0.846; C -0.288; C -0.862; C 0.111; N 0.081; H 0.284; H 0.417; H 0.340; H 0.446; H 0.445; H 0.040; H 0.317; H 0.452; H 0.413; H -0.352; H 0.463; C -1.182; Ge 0.816; C -1.321; C -1.209; C -1.515; H 0.484; H 0.356; H 0.350; H 0.417; H 0.367; H 0.409; H 0.556; H 0.334; H 0.261; H 0.814; H 0.362

=====

(3)
This record from the Open Molecules 2025 dataset describes C31H36BF3O3 as an isolated structure. The level of theory is the ωB97M-V functional and the def2-TZVPD basis.

**Strongest force on any atom**: 3.483 eV Å⁻¹
**Energy relative to the best compared isomer or geometry (same formula, charge and spin)**: 14.90 kcal per mole
**Frontier orbital gap**: 2.888 eV
**HOMO level**: -4.68 eV

ORCA input file:
```
! wB97M-V def2-TZVPD RIJCOSX def2/J DEFGRID3
* xyz 0 1
C -3.2450 -2.1783 -0.6459
C -3.4161 -0.6758 -0.8788
C -4.5219 -0.4746 -1.8930
C -3.5076 0.1571 0.4779
C -4.3022 1.4496 0.3179
C -4.0064 -0.5869 1.6973
O -2.1276 0.5173 0.7417
B -1.4778 0.3858 -0.4666
C 1.8578 -3.4754 -0.5082
C 2.7145 -2.4376 -0.2848
C 3.4526 -1.9309 -1.3885
C 3.2180 -2.4865 -2.6422
C 3.9096 -1.8461 -3.8202
F 3.6302 -2.4569 -5.0046
F 3.5253 -0.5292 -3.9485
F 5.2718 -1.8422 -3.6725
C 2.3425 -3.5447 -2.8247
C 1.6455 -4.0747 -1.6981
C 2.7285 -1.8427 1.0717
C 1.7162 -2.4755 2.0160
C 3.1258 -2.8747 2.1387
O -2.2033 -0.1648 -1.4842
H -4.1876 -2.6169 -0.2915
H -2.9884 -2.6648 -1.5959
H -2.4546 -2.4034 0.0828
H -5.4802 -0.8320 -1.4953
H -4.6236 0.5758 -2.1884
H -4.2904 -1.0609 -2.7911
H -5.3738 1.2274 0.2421
H -4.1503 2.0802 1.2035
H -3.9879 2.0185 -0.5690
H -5.0442 -0.9067 1.5464
H -3.3884 -1.4642 1.9172
H -3.9823 0.0826 2.5644
H 2.0480 -0.2629 -0.2272
H 4.1739 -1.1248 -1.2460
H 2.1797 -3.9561 -3.8172
H 0.9718 -4.9134 -1.8373
H 3.2531 -0.9057 1.2496
H 1.2765 -1.8938 2.8216
H 1.0482 -3.1764 1.4969
H 3.4053 -3.8555 1.7506
H 3.6706 -2.5280 3.0172
C -2.2621 4.2927 -2.9505
O -1.4423 3.1760 -3.3759
C -0.6531 2.5635 -2.4602
C 0.0252 1.3877 -2.8865
C 0.4596 0.4848 -1.9714
C 0.1693 0.6552 -0.5346
C 1.1666 -0.1897 0.4071
C 1.4588 0.5861 1.6611
C 2.5601 1.4573 1.6934
C 2.8619 2.1507 2.8614
C 2.0555 2.0149 3.9951
C 2.4182 2.7298 5.2616
C 0.9200 1.2041 3.9329
C 0.5998 0.5198 2.7614
C -0.1540 2.0512 -0.1727
C -0.5430 2.9769 -1.1153
H -2.7464 4.6253 -3.8685
H -3.0169 3.9702 -2.2161
H -1.6469 5.0982 -2.5255
H 0.1254 1.2270 -3.9602
H 1.0174 -0.3988 -2.2817
H 0.6308 -1.1252 0.5751
H 3.1826 1.5783 0.7999
H 3.7390 2.8021 2.8968
H 1.5313 2.9121 5.8748
H 3.1189 2.1399 5.8657
H 2.9023 3.6878 5.0462
H 0.2816 1.1051 4.8122
H -0.3157 -0.0747 2.6969
H -0.0574 2.3597 0.8671
H -0.7921 4.0007 -0.8233
*
```

In elementary charge units, the Mulliken charges are: C -1.886; C 1.477; C -1.748; C 1.435; C -1.701; C -1.888; O -0.509; B 1.243; C -1.176; C 1.095; C -0.755; C 0.102; C 0.962; F -0.303; F -0.248; F -0.284; C -0.561; C -1.250; C 0.031; C -0.320; C -0.810; O -0.572; H 0.414; H 0.492; H 0.243; H 0.380; H 0.295; H 0.442; H 0.405; H 0.469; H 0.064; H 0.387; H 0.336; H 0.441; H 0.200; H 0.353; H 0.447; H 0.387; H 1.005; H 0.309; H 0.146; H 0.285; H 0.256; C -0.676; O -0.418; C 0.818; C -0.715; C -0.500; C 1.139; C -0.475; C 0.253; C 0.086; C -1.085; C 0.999; C -1.565; C -1.112; C -0.054; C -1.100; C -1.128; H 0.273; H 0.227; H 0.342; H 0.506; H 0.311; H 0.223; H 0.419; H 0.364; H 0.377; H 0.260; H 0.390; H 0.357; H 0.590; H 0.441; H 0.366

=====

(4)
This record from the Open Molecules 2025 dataset describes a 2-piece molecular cluster, C57H64N3O overall. The level of theory is the ωB97M-V functional and the def2-TZVPD basis.

**Strongest force on any atom**: 4.302 eV Å⁻¹
**Energy relative to the best compared isomer or geometry (same formula, charge and spin)**: 14.90 kcal per mole
**Frontier orbital gap**: 2.898 eV
**HOMO level**: -8.06 eV

ORCA input file:
```
! wB97M-V def2-TZVPD RIJCOSX def2/J DEFGRID3
* xyz 1 1
C -4.6964 1.7220 5.1248
C -3.8834 0.7212 4.3625
C -3.2499 -0.3232 5.0304
C -2.4918 -1.2866 4.3638
C -1.8772 -2.3526 5.2347
C -2.3481 -1.2025 2.9591
C -1.5773 -2.2410 2.1329
C -2.2466 -3.6230 2.1668
C -0.0622 -2.2834 2.4617
C 0.7451 -1.0992 2.1069
C 1.9783 -0.8004 2.7472
C 2.4638 0.5527 2.6794
C 1.6128 1.6249 2.0687
C 3.7006 0.8940 3.2037
C 4.5066 -0.0432 3.8548
C 5.8671 0.3539 4.3514
C 3.9986 -1.3332 4.0399
C 2.7655 -1.7361 3.5373
C 2.3688 -3.1319 3.9093
C -3.0048 -0.1581 2.2744
C -2.9560 -0.0574 0.7685
C -3.7397 0.7921 2.9786
H -5.1400 2.4545 4.4469
H -5.5084 1.2406 5.6831
H -4.0862 2.2623 5.8583
H -3.3554 -0.4012 6.1114
H -1.8551 -3.3489 4.7827
H -0.8538 -2.0952 5.5506
H -2.4724 -2.4353 6.1567
H -1.6204 -1.9339 1.0832
H -3.2639 -3.5343 1.7721
H -1.7020 -4.3376 1.5403
H -2.3184 -4.0329 3.1777
H 0.0363 -2.4435 3.5483
H 0.3627 -3.1795 1.9710
H 0.1928 -0.2932 1.6137
H 2.1723 2.5652 2.0021
H 1.2765 1.3652 1.0570
H 0.7202 1.8118 2.6848
H 4.0528 1.9220 3.1114
H 6.3640 -0.4883 4.8399
H 6.4932 0.6870 3.5140
H 5.8128 1.1885 5.0629
H 4.5999 -2.0466 4.6094
H 3.2545 -3.6565 4.2933
H 1.6424 -3.1509 4.7354
H 1.9812 -3.7324 3.0807
H -3.6044 0.7582 0.4270
H -1.9502 0.1583 0.3748
H -3.3198 -0.9769 0.2839
H -4.2244 1.5946 2.4233
C 6.0260 -2.0342 -3.0471
C 4.5374 -2.0153 -3.2616
C 3.6760 -1.7481 -2.1925
C 2.2855 -1.8059 -2.3403
C 1.4217 -1.6087 -1.1311
C 1.7602 -2.0172 -3.6139
N 0.3384 -1.8883 -3.7828
C -0.4509 -0.7869 -3.5181
C -0.0925 0.3932 -2.7127
C 1.1972 1.0381 -2.9266
C 1.6050 2.1030 -1.9790
C 1.8419 0.9722 -4.2319
C 1.1485 0.6378 -5.4188
C 1.7943 0.6027 -6.6593
C 3.1566 0.8834 -6.7595
C 3.8414 1.2912 -5.6184
C 3.1960 1.3860 -4.3909
O -0.9295 0.8258 -1.8889
N -1.7157 -1.1059 -3.8404
C -2.9560 -0.4223 -3.5855
C -3.2167 0.8525 -4.1220
C -2.2831 1.5473 -5.0494
C -4.4185 1.4810 -3.7711
C -5.3705 0.8532 -2.9675
C -6.6562 1.5484 -2.6518
C -5.0840 -0.4221 -2.4720
C -3.8959 -1.0867 -2.7870
C -3.6165 -2.4342 -2.2259
N -1.7541 -2.3856 -4.3889
C -0.5311 -2.8523 -4.3030
C -0.1509 -4.2146 -4.6387
C -0.8394 -4.8236 -5.7112
C -0.3928 -6.0472 -6.1994
C 0.6756 -6.7089 -5.5756
C 1.2644 -6.1666 -4.4258
C 0.8462 -4.9296 -3.9391
C 2.5875 -2.2818 -4.7121
C 2.0601 -2.5468 -6.0862
C 3.9755 -2.2772 -4.5096
H 6.5523 -2.3347 -3.9597
H 6.4048 -1.0476 -2.7457
H 6.3019 -2.7375 -2.2489
H 4.0948 -1.5102 -1.2148
H 0.3953 -1.9603 -1.2947
H 1.8234 -2.1558 -0.2679
H 1.3728 -0.5494 -0.8395
H 2.1356 2.8813 -2.5372
H 0.7051 2.5273 -1.5183
H 2.2859 1.7619 -1.1818
H 0.0716 0.4612 -5.3747
H 1.2160 0.3536 -7.5486
H 3.6613 0.8177 -7.7270
H 4.8976 1.5556 -5.6805
H 3.7341 1.7499 -3.5110
H -2.7908 2.4252 -5.4738
H -1.3924 1.9135 -4.5280
H -1.9775 0.9087 -5.8859
H -4.6105 2.4788 -4.1494
H -7.3547 0.8763 -2.1428
H -6.5041 2.4228 -2.0024
H -7.1468 1.9158 -3.5644
H -5.8051 -0.9189 -1.8236
H -4.5283 -2.8256 -1.7538
H -3.2999 -3.1352 -3.0087
H -2.8291 -2.4089 -1.4568
H -1.6843 -4.2859 -6.1512
H -0.8838 -6.4791 -7.0714
H 1.0365 -7.6549 -5.9781
H 2.0619 -6.7074 -3.9086
H 1.2853 -4.5102 -3.0333
H 2.7336 -2.1095 -6.8359
H 1.9914 -3.6274 -6.2876
H 1.0663 -2.1071 -6.2415
H 4.6284 -2.4769 -5.3657
*
```

Atom charges from the Mulliken analysis, given in e for atoms 1 to 99: C -1.523; C 0.500; C -1.002; C 1.585; C -1.970; C 0.457; C 2.024; C -1.870; C -1.126; C 0.664; C 1.097; C 1.000; C -1.406; C -1.128; C 0.531; C -1.430; C -1.247; C 1.322; C -1.513; C 0.652; C -0.766; C -1.143; H 0.348; H 0.344; H 0.336; H 0.445; H 0.184; H 0.268; H 0.483; H -1.244; H 0.458; H 0.468; H 0.191; H -0.260; H 0.706; H -0.060; H 0.432; H -0.004; H 0.380; H 0.434; H 0.378; H 0.359; H 0.359; H 0.326; H 0.500; H 0.307; H 0.271; H 0.471; H -0.041; H 0.051; H 0.358; C -1.483; C 0.845; C -1.234; C 0.574; C -1.450; C -0.923; N 1.702; C -0.331; C -0.068; C 1.959; C -2.233; C 0.787; C 0.383; C -0.638; C -0.635; C -0.764; C -1.193; O -0.897; N 1.360; C -0.072; C 1.081; C -1.306; C -1.267; C 0.576; C -1.542; C -1.092; C 1.168; C -1.383; N -1.450; C 0.616; C 0.196; C -0.768; C -0.658; C -0.476; C -0.678; C 0.141; C 1.833; C -2.197; C -1.091; H 0.398; H 0.324; H 0.338; H 0.569; H 0.112; H 1.010; H -0.339; H 0.588; H 0.274